The following is a quantum chemistry calculation of a structure of composition C17H35AlO13 in a non-equilibrium geometry, from OMol25.

Frontier orbital gap in Eh: 0.082
Charge: +2
M in Da: 474.436
HOMO energy in eV: -15.293
Energy relative to the best compared isomer or geometry (same formula, charge and spin) in kJ/mol: 232.2

Each line ends with the Löwdin charge.
Cartesian coordinates (Å):
Al: 0.74 -1.81 -4.03  1.170
C: 0.68 -0.51 -0.16  -0.049
O: 0.47 -1.58 -1.06  0.000
H: 1.46 -0.75 0.57  0.121
H: 1.10 0.38 -0.62  0.154
H: -0.15 -0.07 0.38  0.092
C: -3.36 -1.38 -0.11  -0.052
C: -3.67 -0.25 -1.12  -0.148
O: -4.12 -0.83 -2.35  0.080
C: -3.30 -1.03 -3.36  -0.613
O: -2.11 -0.88 -3.41  0.036
O: -4.07 -1.25 -4.40  0.056
C: -3.53 -1.53 -5.70  -0.002
H: -2.72 -2.20 -0.45  0.067
H: -4.28 -1.94 0.05  0.088
H: -2.88 -1.04 0.80  0.071
H: -2.76 0.31 -1.32  0.084
H: -4.44 0.34 -0.62  0.140
H: -4.25 -1.71 -6.50  0.112
H: -2.84 -2.37 -5.70  0.095
H: -2.95 -0.68 -6.06  0.071
C: -0.96 2.66 -0.96  -0.011
C: 0.10 3.20 -2.05  -0.145
O: -0.62 3.21 -3.28  0.053
C: -0.50 2.22 -4.13  -0.551
O: 0.19 1.19 -3.90  -0.054
O: -1.37 2.45 -5.08  0.038
C: -1.36 1.74 -6.32  -0.006
H: -1.34 1.69 -1.27  0.046
H: -1.80 3.35 -0.90  0.094
H: -0.52 2.68 0.04  0.043
H: 1.04 2.65 -2.13  0.109
H: 0.39 4.23 -1.85  0.130
H: -2.38 1.71 -6.71  0.106
H: -0.92 0.75 -6.20  0.079
H: -0.78 2.36 -7.01  0.111
C: 0.41 1.14 3.78  -0.030
C: 0.21 2.21 2.61  -0.228
O: -0.85 3.08 2.90  0.027
C: -2.18 2.73 2.70  -0.445
O: -2.62 1.68 2.13  0.063
O: -2.93 3.74 3.19  0.017
C: -4.33 3.65 3.15  -0.045
H: 1.39 0.69 3.66  0.062
H: -0.49 0.57 3.99  0.080
H: 0.55 1.74 4.68  0.082
H: 0.29 1.81 1.60  0.063
H: 1.15 2.77 2.58  0.126
H: -4.74 2.96 3.89  0.105
H: -4.72 3.26 2.21  0.094
H: -4.73 4.64 3.33  0.108
C: 7.80 -3.82 4.81  -0.051
C: 6.95 -4.09 3.58  -0.193
O: 5.71 -3.38 3.73  0.052
C: 4.75 -3.48 2.75  -0.516
O: 4.72 -4.21 1.74  0.162
O: 3.80 -2.68 3.13  0.052
C: 2.57 -2.60 2.43  -0.018
H: 8.81 -4.18 4.64  0.088
H: 7.48 -4.34 5.72  0.085
H: 7.83 -2.74 4.96  0.087
H: 6.66 -5.13 3.40  0.135
H: 7.58 -3.75 2.75  0.132
H: 2.55 -2.43 1.35  0.078
H: 2.20 -1.68 2.88  0.089
H: 1.94 -3.45 2.68  0.124

The following is a quantum chemistry calculation of a structure of composition C20H32BBaBr16O8 in a non-equilibrium geometry, from OMol25.

Frontier orbital gap in Eh: 0.180
Charge: +1
M in Da: 1827.072
HOMO energy in eV: -10.543
Energy relative to the best compared isomer or geometry (same formula, charge and spin) in kJ/mol: 50.4

Each line ends with the Löwdin charge.
Cartesian coordinates (Å):
Ba: -5.61 3.39 -3.66  1.923
O: -5.20 1.22 -1.85  -0.035
C: -4.05 0.97 -1.58  -0.421
O: -3.53 -0.10 -1.08  0.286
B: -2.08 0.11 -0.88  -0.935
O: -1.77 1.39 -1.56  0.250
C: -2.87 1.85 -2.05  -0.393
O: -3.03 2.81 -2.78  -0.114
O: -1.30 -0.99 -1.44  0.184
C: -0.44 -1.45 -0.55  -0.371
O: 0.35 -2.32 -0.73  0.158
C: -0.73 -0.68 0.76  -0.360
O: -1.76 0.09 0.53  0.238
O: -0.19 -0.88 1.80  0.143
Br: 3.51 0.14 -3.14  0.721
C: 1.99 1.12 -2.40  -0.698
C: 2.53 2.18 -1.45  -0.653
Br: 0.99 2.82 -0.43  0.714
H: 1.31 0.44 -1.88  0.031
H: 1.45 1.56 -3.24  0.034
H: 3.00 2.97 -2.01  0.027
H: 3.20 1.68 -0.76  0.038
Br: -3.74 -0.32 4.76  0.651
C: -1.85 0.18 4.76  -0.721
C: -1.12 -0.40 5.97  -0.703
Br: -1.59 0.67 7.56  0.591
H: -1.66 1.24 4.70  0.026
H: -1.40 -0.34 3.92  0.035
H: -0.05 -0.35 5.77  0.041
H: -1.46 -1.39 6.23  -0.002
Br: 5.10 -5.47 -0.76  0.601
C: 3.65 -4.16 -0.79  -0.731
C: 3.90 -3.07 -1.79  -0.726
Br: 4.13 -3.69 -3.64  0.550
H: 3.70 -3.74 0.22  -0.038
H: 2.71 -4.71 -0.86  -0.017
H: 4.82 -2.52 -1.62  0.040
H: 3.09 -2.35 -1.79  -0.006
Br: 3.68 -1.47 1.56  0.759
C: 3.11 0.31 2.05  -0.696
C: 2.30 0.25 3.36  -0.658
Br: 1.41 1.97 3.58  0.666
H: 2.42 0.74 1.32  -0.003
H: 3.94 0.99 2.22  0.066
H: 2.93 0.10 4.23  0.064
H: 1.51 -0.48 3.28  0.008
Br: 1.19 -3.57 -5.37  0.638
C: -0.15 -2.59 -4.34  -0.706
C: -1.38 -2.48 -5.19  -0.659
Br: -2.93 -2.07 -4.04  0.664
H: 0.22 -1.68 -3.87  0.058
H: -0.36 -3.13 -3.41  0.046
H: -1.65 -3.41 -5.69  0.044
H: -1.28 -1.64 -5.86  0.055
Br: -4.91 2.65 1.96  0.610
C: -3.20 2.86 2.89  -0.663
C: -2.06 3.18 1.97  -0.672
Br: -2.32 4.89 1.03  0.584
H: -2.95 1.92 3.38  -0.013
H: -3.37 3.67 3.60  0.065
H: -2.04 2.38 1.22  0.025
H: -1.09 3.17 2.44  0.020
Br: -2.39 6.00 -2.69  0.598
C: -0.86 4.90 -3.29  -0.677
C: 0.29 5.75 -3.78  -0.650
Br: 1.82 4.61 -4.27  0.685
H: -1.21 4.33 -4.15  0.047
H: -0.67 4.15 -2.52  0.003
H: 0.60 6.50 -3.06  0.062
H: -0.04 6.29 -4.67  0.057
Br: 0.03 -3.51 4.89  0.704
C: 0.78 -3.91 3.14  -0.721
C: 0.62 -5.39 2.85  -0.653
Br: 0.90 -5.52 0.93  0.723
H: 1.83 -3.63 3.13  0.037
H: 0.28 -3.32 2.39  0.012
H: -0.37 -5.71 3.15  0.050
H: 1.35 -6.05 3.30  0.060

The following is a quantum chemistry calculation of an isolated molecule of C2H5NS2 in a non-equilibrium geometry, from OMol25.

Frontier orbital gap in Eh: 0.323
Charge: 0
M in Da: 107.203
HOMO energy in eV: -8.392
Energy relative to the best compared isomer or geometry (same formula, charge and spin) in kJ/mol: 153.7
SMILES: CSNC=S

Each line ends with the Löwdin charge.
Cartesian coordinates (Å):
C: -1.21 -1.13 0.13  -0.360
C: 1.55 0.83 -0.18  -0.790
H: -1.34 -0.75 1.07  -0.027
H: -0.28 -1.75 0.04  -0.016
H: -2.14 -1.77 -0.09  0.068
H: 0.09 2.14 0.42  0.143
H: 2.17 1.53 0.43  0.079
N: 0.23 1.19 -0.11  -0.482
S: -1.00 0.37 -1.02  0.770
S: 1.92 -0.66 -0.69  0.614

The following is a quantum chemistry calculation of a cluster of 3 separate species, C21H46N5O7 in total in a non-equilibrium geometry, from OMol25.

Frontier orbital gap in Eh: 0.260
Charge: -1
M in Da: 480.627
HOMO energy in eV: -4.772

Each line ends with the Löwdin charge.
Cartesian coordinates (Å):
C: 4.06 4.27 2.06  -0.087
C: 2.63 4.10 2.88  -0.365
O: 2.80 3.40 4.20  -0.140
C: 1.41 3.49 1.97  -0.196
N: 1.84 2.43 0.96  -0.097
C: 0.96 2.63 -0.25  -0.212
C: 0.70 1.28 -1.15  -0.167
O: 1.78 0.28 -1.10  -0.160
C: 1.65 -0.70 -2.23  -0.185
C: 0.12 -1.23 -2.60  -0.334
O: -0.62 -0.70 -3.62  -0.157
O: -0.60 -2.29 -1.82  -0.265
C: 2.36 -0.10 -3.61  -0.105
C: 3.32 1.22 -3.50  -0.216
N: 3.57 1.87 -4.88  -0.054
C: 3.41 -1.27 -4.19  -0.242
O: 4.25 -1.15 -5.22  -0.069
N: 3.06 -2.43 -3.29  0.093
C: 2.81 -1.83 -1.88  -0.366
N: 4.08 -1.39 -1.18  0.067
C: 2.40 -3.18 -1.04  -0.129
C: 3.62 -3.88 -0.21  -0.291
N: 3.22 -5.27 0.31  -0.076
H: 3.87 4.98 1.15  0.082
H: 4.40 3.20 1.72  0.082
H: 4.85 4.81 2.77  0.083
H: 2.31 5.21 3.18  0.134
H: 2.47 4.05 4.91  0.110
H: 0.65 2.97 2.71  0.132
H: 0.87 4.42 1.47  0.125
H: 1.61 1.50 1.41  0.121
H: -0.11 2.97 0.16  0.115
H: 1.40 3.54 -0.86  0.125
H: -0.36 0.85 -0.81  0.148
H: 0.64 1.64 -2.28  0.141
H: 1.69 0.07 -4.55  0.150
H: 2.88 2.05 -2.76  0.111
H: 4.41 0.99 -3.08  0.117
H: 3.12 1.32 -5.64  0.054
H: 4.61 1.77 -5.06  0.069
H: 3.84 -3.13 -3.32  0.136
H: 3.89 -1.06 -0.21  0.096
H: 4.64 -0.72 -1.75  0.071
H: 1.51 -3.00 -0.29  0.121
H: 2.00 -3.97 -1.83  0.124
H: 4.56 -4.06 -0.89  0.106
H: 3.87 -3.25 0.77  0.116
H: 2.77 -5.81 -0.48  0.062
H: 2.55 -5.11 1.10  0.056
C: -5.68 0.22 -2.67  -0.088
C: -4.39 0.24 -1.86  -0.269
O: -4.57 -0.18 -0.51  -0.178
C: -5.05 -1.51 -0.32  -0.287
C: -4.14 -2.57 -0.90  -0.076
H: -6.44 0.84 -2.20  0.075
H: -5.50 0.59 -3.68  0.076
H: -6.09 -0.79 -2.76  0.062
H: -4.02 1.27 -1.82  0.117
H: -3.61 -0.35 -2.34  0.111
H: -6.07 -1.60 -0.71  0.098
H: -5.12 -1.66 0.77  0.105
H: -4.05 -2.48 -1.99  0.073
H: -4.54 -3.57 -0.69  0.073
H: -3.14 -2.49 -0.48  0.076
C: -3.47 1.36 3.13  -0.078
C: -2.58 0.12 3.19  -0.267
O: -2.06 -0.14 4.49  -0.165
C: -3.01 -0.37 5.52  -0.284
C: -3.91 -1.57 5.26  -0.085
H: -2.92 2.24 3.48  0.077
H: -3.80 1.53 2.10  0.075
H: -4.36 1.25 3.76  0.063
H: -1.72 0.28 2.54  0.119
H: -3.10 -0.76 2.81  0.104
H: -3.61 0.53 5.70  0.102
H: -2.44 -0.56 6.44  0.115
H: -4.52 -1.44 4.36  0.063
H: -4.59 -1.74 6.10  0.074
H: -3.31 -2.48 5.11  0.083

The following is a quantum chemistry calculation of a cluster of 2 separate species, C2HClO2S in total in a non-equilibrium geometry, from OMol25.

Frontier orbital gap (alpha / beta) in Eh: 0.257 / 0.254
Charge: 0
M in Da: 124.548
HOMO energy (alpha / beta) in eV: -8.744 / -8.720
Energy relative to the best compared isomer or geometry (same formula, charge and spin) in kJ/mol: 242.5

Each line ends with the Löwdin charge.
Cartesian coordinates (Å):
C: 0.53 -0.53 0.17  -0.452
C: -0.51 -0.58 1.12  -0.100
O: 0.58 -0.92 -1.01  -0.176
O: -1.21 -0.69 2.01  0.276
S: -0.82 1.68 -0.56  0.129
Cl: -0.08 1.07 -2.29  0.152
H: 1.50 -0.03 0.56  0.170

The following is a quantum chemistry calculation of a cluster of 2 separate species, C3N3O2 in total in a non-equilibrium geometry, from OMol25.

Frontier orbital gap (alpha / beta) in Eh: 0.266 / 0.266
Charge: -1
M in Da: 110.052
HOMO energy (alpha / beta) in eV: -5.874 / -5.873
Energy relative to the best compared isomer or geometry (same formula, charge and spin) in kJ/mol: 753.2

Each line ends with the Löwdin charge.
Cartesian coordinates (Å):
C: -0.30 -2.06 -0.53  -0.260
C: 0.80 0.24 1.37  -0.289
C: 0.00 0.42 0.33  0.009
N: -0.47 -3.15 -0.85  -0.133
N: 1.46 0.01 2.30  0.144
N: -0.38 1.23 -0.63  -0.481
O: -0.23 2.44 -0.29  -0.002
O: -0.89 0.88 -1.70  0.012

The following is a quantum chemistry calculation of a cluster of 2 separate species, C11H12NO2 in total, from OMol25.

Frontier orbital gap in Eh: 0.291
Charge: -1
M in Da: 190.222
HOMO energy in eV: -4.515
Energy relative to the best compared isomer or geometry (same formula, charge and spin) in kJ/mol: 19.2

Each line ends with the Löwdin charge.
Cartesian coordinates (Å):
C: -0.21 -1.04 -3.44  -0.071
C: 0.72 -0.76 -1.07  -0.048
C: -0.89 0.39 -0.09  -0.212
C: -0.20 -0.48 -2.05  -0.256
C: -1.27 0.23 -1.44  -0.151
C: -1.76 0.94 0.86  -0.017
C: -3.01 1.32 0.43  -0.129
C: -2.54 0.66 -1.86  -0.052
C: -3.38 1.24 -0.93  -0.137
N: 0.32 -0.18 0.10  0.110
H: 0.81 -0.34 1.01  0.098
H: 1.58 -1.38 -1.18  0.122
H: -1.54 0.87 1.92  0.110
H: 0.78 -1.44 -3.69  0.065
H: -0.33 -0.24 -4.17  0.067
H: -3.77 1.51 1.19  0.085
H: -2.79 0.68 -2.92  0.098
H: -4.26 1.77 -1.28  0.084
H: -0.96 -1.82 -3.49  0.072
C: 3.69 -0.40 3.62  -0.052
C: 2.63 -0.09 2.54  -0.772
O: 1.90 -1.06 2.19  -0.110
O: 2.64 1.05 2.06  -0.069
H: 3.61 -1.43 3.98  0.049
H: 3.53 0.24 4.49  0.055
H: 4.68 -0.23 3.20  0.060